(1)
Computed, not measured: a molecular structure, C29H40NO8P2RuS2, with ωB97M-V/def2-TZVPD.

```
! wB97M-V def2-TZVPD RIJCOSX def2/J DEFGRID3
* xyz -1 1
Ru 0.1595 0.0205 0.3220
C -3.9421 -2.4707 3.0007
C -2.7320 -1.7174 3.4941
O -1.5502 -2.5574 3.3858
P -0.4325 -2.0806 2.3427
S 0.3550 -0.3258 2.7789
S -1.2288 -1.9427 0.5068
O 0.6311 -3.2537 2.5012
C 0.2893 -4.5777 2.0602
C 0.0099 -5.4669 3.2531
H -4.8308 -1.8501 3.1209
H -4.0777 -3.3999 3.5586
H -3.8259 -2.7013 1.9420
H -2.8137 -1.4591 4.5497
H -2.5895 -0.7958 2.9221
H 1.1435 -4.9380 1.4853
H -0.5688 -4.5340 1.3851
H 0.8555 -5.4513 3.9413
H -0.1507 -6.4950 2.9222
H -0.8762 -5.1220 3.7843
O 4.7104 1.3316 -1.0936
C 5.1335 0.3397 -0.2595
C 6.4865 0.0830 -0.0665
C 6.8893 -0.9499 0.7661
C 5.9454 -1.7432 1.4009
C 4.5969 -1.4902 1.1944
C 4.1773 -0.4473 0.3789
C 2.7050 -0.2054 0.2440
O 1.9494 -1.1977 0.0547
O 2.2365 0.9527 0.3782
H 5.4782 1.8033 -1.4308
H 7.2240 0.6950 -0.5761
H 7.9463 -1.1340 0.9128
H 6.2552 -2.5502 2.0513
H 3.8354 -2.0937 1.6719
C 0.2229 5.4640 0.0777
C -1.0549 5.1044 -0.3416
C -1.5452 3.8339 -0.1017
C -0.7765 2.8680 0.5758
C 0.4969 3.2541 1.0160
C 0.9885 4.5258 0.7578
N -1.2401 1.5690 0.7423
C -2.5633 1.4272 1.1103
C -3.1217 2.2338 2.1212
C -4.4284 2.0618 2.5463
C -5.2411 1.0846 1.9834
C -4.7140 0.2950 0.9660
C -3.4098 0.4632 0.5323
H 0.6101 6.4565 -0.1189
H -1.6690 5.8185 -0.8794
H -2.5303 3.5534 -0.4551
H 1.1014 2.5375 1.5524
H 1.9819 4.7861 1.1056
H -2.4962 2.9864 2.5856
H -4.8127 2.6930 3.3401
H -6.2621 0.9510 2.3199
H -5.3310 -0.4580 0.4877
H -3.0309 -0.1311 -0.2820
C 1.2376 -2.6953 -3.7823
C 0.4777 -2.0188 -2.6648
O 0.4562 -0.6113 -2.9414
P -0.2111 0.3806 -1.8325
O -1.7675 0.3722 -2.2333
C -2.2072 0.5953 -3.5760
C -2.7891 -0.6832 -4.1404
O 0.2116 1.7725 -2.5194
C 1.5431 2.2762 -2.3255
C 1.7161 3.4664 -3.2385
H 1.2932 -3.7697 -3.5990
H 2.2528 -2.3009 -3.8399
H 0.7487 -2.5293 -4.7440
H 0.9486 -2.1912 -1.6977
H -0.5501 -2.3931 -2.6077
H -1.3802 0.9559 -4.1886
H -2.9630 1.3814 -3.5277
H -2.0176 -1.4501 -4.2181
H -3.2023 -0.5047 -5.1354
H -3.5842 -1.0556 -3.4936
H 2.2674 1.4902 -2.5545
H 1.6652 2.5572 -1.2799
H 1.5885 3.1796 -4.2837
H 2.7147 3.8882 -3.1102
H 0.9821 4.2343 -2.9914
*
```

(2)
Computed, not measured: a molecular structure, C22H30CsN3O3P in a non-equilibrium geometry, with ωB97M-V/def2-TZVPD.

```
! wB97M-V def2-TZVPD RIJCOSX def2/J DEFGRID3
* xyz -1 1
Cs -0.1058 -0.0086 -0.1768
C 4.3452 -2.1420 2.0165
C 3.1465 -1.2899 1.7312
N 2.4729 -1.3256 0.6423
N 2.9434 -2.1943 -0.3207
C 2.0689 -2.3687 -1.3109
O 0.9056 -1.9220 -1.4461
C 2.5825 -3.2630 -2.4356
C 3.8098 -3.9194 -2.4075
C 4.2034 -4.7221 -3.4714
C 3.3792 -4.8759 -4.5819
C 2.1545 -4.2218 -4.6162
C 1.7616 -3.4245 -3.5465
C 2.6752 -0.3309 2.8005
C 3.3754 -0.2232 3.9991
C 2.9286 0.6588 4.9744
C 1.7955 1.4099 4.7358
C 1.1553 1.2394 3.5153
N 1.5760 0.4003 2.5756
H 4.5391 -2.7843 1.1648
H 4.1861 -2.7623 2.9045
H 5.2359 -1.5368 2.2141
H 4.4462 -3.7870 -1.5419
H 5.1602 -5.2297 -3.4323
H 3.6902 -5.4999 -5.4119
H 1.5016 -4.3313 -5.4744
H 0.8095 -2.9103 -3.5482
H 4.2595 -0.8215 4.1676
H 3.4663 0.7532 5.9102
H 1.4072 2.1124 5.4611
H 0.2607 1.8082 3.2781
C -2.6348 -4.7981 3.1791
C -1.6169 -3.7133 2.8358
P -1.9999 -2.6046 1.4158
C -3.6880 -2.0098 1.8464
C -4.1598 -0.8639 0.9459
C -2.3476 -3.8347 0.0834
C -2.2604 -3.2362 -1.3264
H -2.3022 -5.4125 4.0205
H -2.8051 -5.4693 2.3340
H -3.6025 -4.3699 3.4505
H -0.6419 -4.1561 2.6133
H -1.4427 -3.0611 3.6960
H -3.6399 -1.6758 2.8882
H -4.3990 -2.8413 1.8232
H -3.4776 -0.0109 0.9480
H -5.1479 -0.5085 1.2492
H -4.2324 -1.1637 -0.1008
H -3.3187 -4.3066 0.2609
H -1.5982 -4.6260 0.1885
H -2.9517 -2.4010 -1.4615
H -2.5026 -3.9867 -2.0832
H -1.2522 -2.8656 -1.5283
C -2.8407 0.7598 -3.0642
O -2.6236 0.8006 -1.6696
C -1.8054 1.9946 -1.2517
O -1.7082 1.9717 -0.0503
H -3.8122 1.1907 -3.3257
H -2.8197 -0.2793 -3.4061
H -2.0611 1.3274 -3.5789
*
```

(3)
Computed, not measured: 3 unconnected molecules or ions with the total composition C2H12NO2S in a non-equilibrium geometry, with ωB97M-V/def2-TZVPD.

```
! wB97M-V def2-TZVPD RIJCOSX def2/J DEFGRID3
* xyz 0 2
C -0.6323 0.5011 -0.7821
C -0.6336 1.5202 0.3054
S -2.3844 1.9763 0.8714
N -0.8827 -0.8997 -0.2378
H 0.2434 0.5780 -1.4508
H -1.4218 0.8721 -1.4559
H -0.1660 2.4306 -0.1496
H -0.0507 1.3958 1.2020
H -2.2289 3.3023 0.9442
H -0.1937 -0.9991 0.5305
H -0.7229 -1.6497 -0.9257
H -1.9060 -1.0336 0.0733
H 2.7612 -1.5824 2.1469
H 1.9874 -0.9172 3.3721
O 1.9101 -1.3671 2.5199
H 1.1473 -1.3730 -3.0329
H 2.0386 -1.5156 -1.8577
O 1.1353 -1.2391 -2.0731
*
```

Expectation value of S²: 0.75

(4)
Computed, not measured: a molecular structure, C25H28N3PtS in a non-equilibrium geometry, with ωB97M-V/def2-TZVPD.

```
! wB97M-V def2-TZVPD RIJCOSX def2/J DEFGRID3
* xyz 1 1
Pt -0.2953 -0.3681 -0.5858
C 3.2371 2.0736 -0.9355
C 2.0784 2.4685 -1.7985
C 2.3346 3.0978 -3.0081
C 1.3165 3.4023 -3.8916
C 0.0197 3.0123 -3.5997
C -0.2880 2.3879 -2.4033
C -1.7071 1.9868 -2.1173
C 0.7442 2.1651 -1.4656
N 0.4144 1.5436 -0.2633
C 0.6914 1.9465 0.9518
C 1.2406 3.2950 1.2795
C 0.3637 0.9974 1.9796
C 0.5016 1.3209 3.4295
N 0.0404 -0.1952 1.5477
C -0.2570 -1.3073 2.3226
C -1.4779 -1.4349 3.0102
C -2.5474 -0.3937 2.8913
C -1.6739 -2.5561 3.8027
C -0.7017 -3.5381 3.9051
C 0.4645 -3.4371 3.1643
C 0.7016 -2.3401 2.3568
C 1.9659 -2.2161 1.5669
H 3.9902 1.6020 -1.5639
H 2.9564 1.3721 -0.1534
H 3.6939 2.9518 -0.4822
H 3.3570 3.3469 -3.2521
H 1.5325 3.9136 -4.8182
H -0.7723 3.2029 -4.3066
H -2.2084 1.7054 -3.0414
H -2.2535 2.8103 -1.6588
H -1.7507 1.1285 -1.4194
H 1.4898 3.8403 0.3750
H 2.1247 3.2259 1.9110
H 0.4854 3.8590 1.8298
H 1.5385 1.5732 3.6504
H 0.2115 0.4734 4.0426
H -0.1068 2.1788 3.7065
H -2.3727 0.2661 2.0418
H -2.5980 0.2085 3.7962
H -3.5098 -0.8811 2.7634
H -2.6048 -2.6585 4.3389
H -0.8544 -4.3877 4.5510
H 1.2068 -4.2166 3.2142
H 2.4240 -3.1920 1.4319
H 2.6761 -1.5757 2.0918
H 1.7687 -1.7748 0.5827
S 1.1485 -1.4343 -2.2384
C -0.3617 -2.2152 -2.5849
C -0.6035 -3.1076 -3.6246
C -1.8804 -3.6144 -3.7648
C -2.8834 -3.1911 -2.8949
C -2.5673 -2.2987 -1.8890
N -1.3264 -1.8410 -1.7166
H 0.1929 -3.3874 -4.2968
H -2.0907 -4.3205 -4.5530
H -3.8962 -3.5402 -3.0017
H -3.3221 -1.9333 -1.2058
*
```

DFT total energy for every record listed, in sequence, given in Ha: -3360.03982 -1607.79402 -686.66806 -1651.00160.